Record 1
{"formula": "C6H20N6", "method": "the ωB97M-V functional and the def2-TZVPD basis", "species": ["C", "C", "C", "N", "N", "N", "H", "H", "H", "H", "H", "H", "H", "H", "H", "H", "C", "C", "C", "N", "N", "N", "H", "H", "H", "H", "H", "H", "H", "H", "H", "H"], "positions_angstrom": [[1.9838, 0.7712, 0.8562], [3.0682, 1.7371, 1.3057], [0.8546, 0.0055, 2.9765], [0.9343, 0.8491, 1.8526], [1.9234, -0.9046, 3.1207], [-0.2897, -0.2913, 3.5086], [1.5120, 1.1482, -0.1527], [2.2505, -0.2981, 0.6941], [3.8943, 1.1790, 1.8475], [2.8971, 2.3873, 2.0692], [0.4185, 1.7857, 1.7944], [2.9000, -0.6837, 2.8615], [1.8211, -1.8317, 3.5300], [-1.1438, 0.3258, 3.6756], [-0.4988, -1.2231, 3.8691], [3.4364, 2.2477, 0.4607], [-1.1724, -1.4207, -1.5234], [-0.5646, -2.4740, -2.3322], [-2.1980, 0.7109, -2.2731], [-1.1782, -0.2696, -2.3645], [-3.3966, 0.4061, -1.7936], [-1.8532, 1.9404, -2.8180], [-2.1932, -1.6988, -0.9824], [-0.4676, -1.0753, -0.6132], [0.2785, -2.1858, -2.9718], [-1.4342, -2.8052, -3.0391], [-0.3585, 0.0435, -2.7292], [-3.6246, -0.6143, -1.6875], [-3.8778, 1.0223, -1.0789], [-1.0516, 2.1640, -3.3910], [-2.5171, 2.6150, -2.6506], [-0.3530, -3.5625, -2.0212]], "forces_ev_per_a": [[-0.7, 1.0, -0.9], [2.6, -3.5, -0.9], [3.3, -1.6, -4.4], [-2.0, 0.6, 2.1], [-0.9, 1.5, -0.2], [-3.9, 0.3, 2.3], [0.8, -0.7, 1.9], [0.1, 0.9, 0.2], [-0.4, 0.3, -1.2], [-1.8, 2.2, 1.8], [0.7, -2.2, 0.7], [-1.3, 0.1, 0.1], [-0.3, 0.6, 0.2], [2.1, -0.7, -0.9], [0.8, 0.5, 0.3], [1.0, 0.6, -0.7], [1.0, 0.4, 4.6], [-1.5, -4.8, -2.7], [4.8, -0.5, -2.3], [-7.0, 2.6, 1.1], [-1.3, -0.2, 1.8], [-0.5, -3.4, 1.6], [2.2, 0.6, -1.6], [-1.4, -1.1, -1.5], [-0.2, 0.2, 0.3], [1.6, 0.9, 0.5], [2.8, 0.8, -1.3], [0.5, 1.6, -0.1], [0.7, -0.8, -1.7], [0.0, -0.4, 0.3], [-1.6, 2.1, -0.2], [0.0, 2.0, 0.8]], "lowdin_charge": [-0.25, -0.07, -0.34, 0.02, 0.19, 0.18, 0.14, 0.12, 0.11, 0.05, 0.19, 0.13, 0.13, 0.18, 0.15, 0.07, -0.30, -0.12, -0.32, 0.06, 0.19, 0.22, 0.16, 0.14, 0.09, 0.12, 0.11, 0.15, 0.18, 0.14, 0.09, 0.12], "homo_ev": -16.55, "gap_ev": 10.4906, "charge": 2}

Record 2
{"formula": "C6H20N8NiO6", "method": "the ωB97M-V functional and the def2-TZVPD basis", "species": ["Ni", "O", "C", "C", "O", "H", "H", "H", "H", "C", "O", "N", "N", "H", "H", "H", "H", "C", "O", "N", "N", "H", "H", "H", "H", "C", "O", "N", "N", "H", "H", "H", "H", "C", "O", "N", "N", "H", "H", "H", "H"], "positions_angstrom": [[22.2932, -8.1350, -9.9847], [24.3542, -8.0335, -10.4258], [24.6511, -9.0864, -11.2722], [23.4257, -9.7241, -11.9854], [22.1608, -9.5933, -11.4107], [25.2387, -9.8599, -10.7394], [25.3404, -8.8547, -12.1073], [23.6891, -10.7900, -12.1291], [23.3818, -9.3915, -13.0374], [23.5519, -5.8851, -7.8888], [22.6598, -6.3630, -8.5812], [23.7732, -6.3262, -6.6164], [24.4426, -4.9957, -8.4043], [24.5976, -5.9144, -6.2135], [22.9704, -6.5962, -6.0804], [24.2332, -4.8412, -9.3786], [25.2668, -4.6608, -7.9519], [23.6463, -9.7286, -7.5581], [22.7380, -9.2544, -8.2388], [23.3684, -10.6601, -6.6002], [24.9122, -9.2805, -7.6304], [22.6683, -11.3294, -6.8669], [24.0563, -10.8719, -5.9042], [25.5691, -9.7195, -7.0157], [25.1816, -8.5703, -8.2944], [20.3438, -6.1929, -11.4300], [21.5275, -6.4823, -11.2617], [19.8981, -4.9148, -11.3048], [19.3987, -7.0987, -11.8158], [18.9135, -4.8136, -11.4622], [20.4770, -4.1803, -10.9460], [19.7122, -7.9044, -12.3340], [18.4647, -7.0863, -11.4594], [19.1866, -8.5854, -8.6429], [20.3511, -8.5295, -9.0021], [18.6299, -9.7947, -8.2837], [18.3644, -7.5289, -8.4795], [19.2667, -10.5271, -8.0197], [17.6798, -9.9562, -8.0139], [17.4657, -7.7004, -8.0740], [18.5037, -6.6777, -8.9933]], "forces_ev_per_a": [[1.6, -0.8, -0.9], [-1.0, 0.4, 0.3], [0.0, -0.3, -0.1], [-0.3, -0.7, -0.6], [0.3, 1.0, 1.3], [-0.3, -0.3, 0.3], [0.0, 0.6, 0.1], [-0.1, -0.2, 0.2], [0.1, 0.6, 0.0], [0.1, -1.3, -0.6], [-0.5, 0.7, 0.2], [0.7, 0.7, -0.3], [-1.1, -0.1, -0.3], [-0.4, -0.2, 0.8], [0.1, -0.2, 0.2], [0.7, 0.1, -0.1], [0.1, 0.1, 0.0], [-0.3, 1.7, -0.8], [-0.1, -0.8, 0.1], [-0.1, -0.1, 0.2], [0.1, -0.5, 0.7], [0.0, 0.0, 0.3], [0.0, -0.5, -0.1], [0.4, 0.1, -0.3], [-0.3, 0.0, -0.5], [1.4, -0.2, 0.2], [-0.4, 0.1, -0.1], [-0.8, -0.5, 0.1], [-0.1, -0.2, -0.4], [0.0, 0.7, -0.1], [0.0, -0.1, 0.1], [0.2, -0.3, 0.5], [-0.2, 0.1, -0.2], [0.9, -1.2, 0.2], [-0.7, 0.5, -0.3], [0.3, -0.3, 0.1], [-0.7, 0.6, -0.1], [0.2, 0.1, -0.3], [-0.2, 0.4, 0.0], [-0.2, 0.2, -0.1], [0.3, 0.0, 0.1]], "lowdin_charge": [0.69, -0.34, -0.40, -0.39, -0.34, 0.08, 0.08, 0.08, 0.08, -0.65, 0.00, 0.17, 0.18, 0.09, 0.11, 0.12, 0.10, -0.62, -0.01, 0.16, 0.19, 0.10, 0.09, 0.09, 0.09, -0.64, 0.02, 0.17, 0.17, 0.09, 0.11, 0.12, 0.08, -0.62, 0.03, 0.16, 0.17, 0.11, 0.09, 0.10, 0.09], "homo_ev": [-5.75, -5.66], "gap_ev": [5.9949, 5.9076], "charge": 0, "multiplicity": 3}

Record 3
{"formula": "C6H20NO5", "method": "the ωB97M-V functional and the def2-TZVPD basis", "species": ["O", "C", "C", "C", "C", "C", "C", "N", "H", "H", "H", "H", "H", "H", "H", "H", "H", "H", "H", "H", "H", "H", "O", "H", "H", "O", "H", "H", "O", "H", "H", "O"], "positions_angstrom": [[-2.0618, -1.8719, -1.2865], [-1.7685, -1.4559, -0.2204], [-1.6934, 0.1409, -0.0414], [-0.5700, 0.5116, 1.0609], [-0.5538, 2.0166, 1.2067], [-1.7053, 2.5231, 1.7221], [0.6144, 2.7437, 0.7973], [-1.3276, 0.6678, -1.3317], [-1.6649, -2.0832, 0.6398], [-2.7469, 0.4401, 0.3780], [0.3012, 0.0501, 0.7432], [-0.7488, 0.0622, 2.0091], [-1.7718, 3.5652, 2.0684], [-2.4742, 1.9871, 2.1656], [0.6519, 3.2919, -0.2441], [1.3807, 2.0131, 1.1163], [0.9303, 3.4504, 1.5996], [-0.8192, 1.6277, -1.3284], [-2.0816, 0.7312, -1.9463], [-0.6889, 0.1599, -1.9532], [0.5599, -3.9321, 0.5988], [1.1318, -2.7599, 1.1555], [0.3896, -3.0295, 0.4896], [1.5793, 1.2560, -2.6295], [1.1279, -0.3588, -2.4627], [0.9391, 0.5814, -2.4030], [1.2653, -3.0976, -2.4897], [1.3271, -2.6502, -1.1450], [1.1956, -2.2616, -2.0453], [2.4631, -1.0847, 1.0714], [3.8445, -1.4836, 1.2357], [2.9748, -1.7510, 1.4693]], "forces_ev_per_a": [[-1.3, -1.8, -4.5], [0.8, 4.2, 2.8], [-0.1, -3.6, 3.8], [-2.6, 1.1, -1.6], [-3.6, -0.9, 1.2], [2.5, 2.1, 0.0], [2.6, 1.6, 0.7], [1.7, 2.8, -0.4], [0.0, -0.1, 1.0], [1.9, 0.3, -1.3], [2.0, -0.4, -1.0], [-0.8, -0.5, 0.7], [0.2, -0.1, -0.8], [-1.2, -1.6, 0.3], [0.2, -1.5, 1.8], [0.6, 0.2, -1.8], [-0.8, 0.5, -0.8], [-1.4, -1.6, 0.3], [-2.4, 0.5, -1.0], [0.4, -0.8, 1.0], [-0.2, -2.9, -0.2], [-1.7, 0.1, -1.5], [2.5, 2.3, 2.1], [0.6, -0.7, -0.3], [1.3, -0.4, -0.3], [-0.9, 0.8, 0.2], [-0.1, -0.4, -1.4], [-0.6, 1.2, -0.1], [0.6, -0.4, 1.1], [-1.4, 1.5, -0.8], [1.5, 0.0, -0.2], [-0.1, -1.4, 1.0]], "lowdin_charge": [-0.03, -0.35, -0.27, -0.12, -0.44, 0.03, -0.11, 0.16, 0.07, 0.15, 0.06, 0.11, 0.07, 0.03, 0.11, 0.08, 0.09, 0.16, 0.11, 0.10, 0.02, 0.08, -0.08, 0.06, 0.01, -0.08, 0.04, 0.02, -0.07, -0.01, 0.03, -0.03], "homo_ev": [-2.65, -8.27], "gap_ev": [3.0089, 8.4033], "charge": 0, "multiplicity": 2}

Record 4
{"formula": "C6H20O4", "method": "the ωB97M-V functional and the def2-TZVPD basis", "species": ["C", "C", "O", "H", "H", "H", "H", "H", "H", "C", "C", "O", "H", "H", "H", "H", "H", "H", "C", "C", "O", "H", "H", "H", "H", "H", "H", "O", "H", "H"], "positions_angstrom": [[-1.5589, -2.7690, 1.7083], [-2.2451, -1.7786, 0.7740], [-2.4023, -2.3097, -0.5683], [-1.7156, -2.4614, 2.7375], [-0.5004, -3.0536, 1.5748], [-2.1621, -3.7098, 1.6718], [-1.7984, -0.8064, 0.6706], [-3.2922, -1.6672, 1.1490], [-2.0672, -3.1985, -0.5118], [1.6064, 2.9060, -2.0438], [0.3808, 2.2894, -2.7770], [-0.7588, 2.0270, -1.9578], [2.5179, 2.9051, -2.6592], [1.8622, 2.3323, -1.0867], [1.4995, 3.9503, -1.7471], [0.7791, 1.3028, -3.2330], [0.0474, 2.9627, -3.5358], [-0.3886, 1.6614, -1.1402], [2.1301, 0.0100, 2.1751], [0.6903, 0.5947, 1.8562], [0.3842, 0.5772, 0.5117], [2.9221, 0.5182, 1.5821], [2.1538, -1.0653, 1.8882], [2.3767, 0.2338, 3.2441], [0.7287, 1.6035, 2.1911], [-0.1127, 0.1642, 2.4847], [0.1429, -0.2897, 0.1249], [-0.0625, -1.1125, -1.4848], [-0.2236, -0.2928, -1.9588], [-0.9336, -1.5241, -1.6399]], "forces_ev_per_a": [[-0.7, -0.9, 0.2], [-1.3, -0.9, -0.2], [0.3, 0.4, 0.4], [0.3, 0.3, 0.2], [-0.4, 0.5, -0.3], [0.5, 0.4, -0.2], [0.3, 0.4, 0.2], [0.8, 0.2, -0.1], [0.1, -0.6, -0.3], [0.2, -0.6, 1.2], [1.6, -1.3, 0.4], [0.8, -0.1, 0.1], [-0.4, -0.3, -0.1], [-0.4, 0.6, -1.3], [-0.5, 0.0, 0.0], [-0.8, 1.4, 0.3], [-0.2, 0.2, -0.7], [-0.3, 0.1, 0.4], [-0.8, 0.2, -0.2], [1.4, -0.9, 1.2], [-0.5, 0.2, -1.2], [-0.7, -0.2, 0.1], [0.2, 0.6, 0.6], [-0.2, -0.7, -0.8], [-0.1, 1.2, -0.1], [0.4, -0.4, -0.2], [0.4, 0.2, 0.3], [-0.7, -0.2, -0.5], [0.4, 0.6, -0.2], [0.2, -0.4, 0.6]], "lowdin_charge": [-0.09, -0.27, -0.10, 0.07, 0.08, 0.09, 0.08, 0.12, 0.07, -0.09, -0.30, -0.09, 0.07, 0.08, 0.06, 0.12, 0.09, 0.04, -0.07, -0.32, -0.12, 0.07, 0.07, 0.07, 0.09, 0.11, 0.04, -0.05, 0.02, 0.04], "homo_ev": -10.10, "gap_ev": 10.8558, "charge": 0}

Record 5
{"formula": "C6H21B3FNO7Tl", "method": "the ωB97M-V functional and the def2-TZVPD basis", "species": ["Tl", "B", "H", "H", "H", "H", "B", "H", "H", "H", "H", "B", "H", "H", "H", "H", "C", "C", "O", "O", "H", "H", "H", "C", "C", "O", "C", "O", "O", "F", "H", "H", "H", "C", "N", "O", "O", "H", "H", "H"], "positions_angstrom": [[-0.4174, -1.1601, -0.9469], [1.5671, -2.3778, 2.3774], [2.4202, -2.3661, 1.7168], [1.8266, -2.7117, 3.3701], [1.1357, -1.3926, 2.4639], [0.8302, -3.0617, 1.9856], [-3.3815, -0.1342, -3.7902], [-3.5988, 0.5785, -3.0099], [-3.6847, -1.1281, -3.4995], [-3.8400, 0.1846, -4.7135], [-2.3156, -0.1473, -3.9572], [0.8411, -2.0365, -5.1535], [1.3641, -2.9025, -4.7782], [1.2263, -1.6488, -6.0838], [-0.2097, -2.2631, -5.2473], [0.9120, -1.1767, -4.5054], [-5.3330, -3.9053, 2.3507], [-4.3086, -3.2711, 1.4020], [-4.0870, -2.0348, 1.4398], [-3.5685, -3.9825, 0.6828], [-5.9288, -3.1145, 2.8063], [-4.7600, -4.4938, 3.0672], [-6.0469, -4.5325, 1.8167], [6.6741, 1.9947, 0.4990], [6.1559, 3.2048, -0.1908], [4.7357, 3.2681, 0.1217], [4.3903, 2.1169, 0.4931], [3.2176, 1.6888, 0.4871], [5.5002, 1.3517, 0.6797], [6.3222, 3.0925, -1.5351], [7.1155, 2.3072, 1.4454], [7.4718, 1.4531, -0.0092], [6.6869, 4.0784, 0.1874], [-3.3593, 3.7016, 2.6451], [-1.9224, 3.3108, 2.4382], [-1.6635, 2.3602, 1.7100], [-1.0707, 3.7729, 3.1463], [-4.0464, 3.0661, 2.0864], [-3.3169, 4.7305, 2.2877], [-3.5337, 3.5805, 3.7142]], "forces_ev_per_a": [[0.0, -0.1, 0.2], [1.0, 0.6, 0.7], [3.4, -0.5, -2.8], [1.2, -1.2, 3.8], [-2.4, 3.9, 0.3], [-3.5, -2.8, -2.3], [-2.9, 0.7, 1.0], [-0.8, 2.7, 3.0], [-0.4, -4.3, 1.4], [-1.1, 1.5, -3.9], [5.4, -0.8, -1.3], [-0.1, -0.9, 0.6], [1.7, -3.3, 2.2], [0.9, 2.2, -4.0], [-4.2, -1.7, -1.4], [1.6, 3.8, 2.9], [0.2, 0.5, -0.9], [-0.1, -0.2, 0.9], [-0.1, -0.3, -0.3], [-0.2, 0.3, -0.1], [0.3, 0.0, 0.3], [-0.2, 0.0, 0.1], [0.3, -0.2, -0.1], [0.7, 1.5, 0.6], [0.7, 1.6, -0.2], [3.1, 4.2, -1.5], [-4.9, -5.7, -0.2], [4.2, 1.4, 0.7], [-2.3, -3.6, 1.2], [-0.4, 0.3, -0.1], [-0.1, -0.1, 0.4], [-0.6, -0.2, -0.5], [-0.6, 0.5, -0.5], [0.7, 0.3, -0.3], [0.5, -3.3, 0.0], [-1.0, 0.6, -0.6], [0.0, 1.7, 0.7], [0.5, 0.1, -0.2], [-0.8, 0.1, 0.4], [0.0, 0.4, -0.1]], "lowdin_charge": [0.92, -0.39, -0.08, -0.09, -0.08, -0.06, -0.30, -0.08, -0.05, -0.06, -0.02, -0.29, -0.05, -0.04, -0.05, -0.06, 0.00, -0.68, 0.09, 0.10, 0.08, 0.08, 0.08, -0.12, -0.26, 0.19, -0.56, 0.13, 0.09, 0.08, 0.14, 0.15, 0.16, 0.05, -0.46, 0.05, 0.06, 0.10, 0.10, 0.10], "homo_ev": -6.20, "gap_ev": 2.0037, "charge": -1}

Record 6
{"formula": "C6H21MoN4", "method": "the ωB97M-V functional and the def2-TZVPD basis", "species": ["C", "Mo", "N", "H", "H", "H", "H", "H", "H", "H", "H", "C", "N", "C", "C", "N", "N", "C", "C", "H", "H", "H", "H", "H", "H", "H", "H", "H", "H", "H", "H", "H"], "positions_angstrom": [[-1.4094, 2.0190, -1.8622], [-0.1187, 0.3407, -2.0954], [0.7559, -1.3387, -3.1915], [-0.7297, 0.6347, -3.8710], [1.7634, -1.2166, -3.3267], [-1.4622, 0.5047, -3.5340], [-1.7558, 2.3098, -2.8606], [-0.8415, 2.8364, -1.4081], [-2.2551, 1.7748, -1.2094], [0.6265, -2.2073, -2.6727], [0.3507, -1.4728, -4.1183], [-1.9581, -1.4052, 1.8070], [-0.6482, -0.7875, 1.9624], [-0.1396, -0.7032, 3.3151], [-0.0191, -0.3201, 0.8615], [-0.6073, -0.5499, -0.3313], [1.1492, 0.3576, 0.8354], [1.9985, 0.7917, 1.9258], [1.6293, 0.7862, -0.4913], [-2.3183, -1.6698, 2.8021], [-1.8969, -2.3247, 1.2111], [-2.6730, -0.7063, 1.3535], [0.8495, -1.1710, 3.3965], [-0.1353, 0.3359, 3.6719], [-0.8333, -1.2677, 3.9444], [-1.4694, -1.0879, -0.2443], [2.9684, 0.2829, 1.8600], [2.1790, 1.8691, 1.8204], [1.5648, 0.6093, 2.8960], [1.8716, -0.0904, -1.1458], [0.9717, 1.5757, -0.9385], [2.5924, 1.2906, -0.3622]], "forces_ev_per_a": [[0.4, 0.3, 0.1], [-0.4, 2.5, -0.8], [0.8, -1.3, -0.5], [-0.9, -0.7, -0.3], [-0.2, -0.1, -0.1], [0.4, -0.3, -0.4], [-0.2, 0.5, 0.5], [-0.3, 0.3, -0.1], [0.0, 0.1, -0.2], [0.1, 0.0, -0.2], [0.1, -0.1, 0.2], [-0.2, 0.0, 0.0], [0.3, 0.2, 0.0], [-0.1, -0.1, 0.5], [-0.9, -0.6, -1.0], [-0.1, -1.0, 1.2], [0.0, 0.1, -0.5], [0.5, 0.3, 0.1], [0.5, -0.8, 1.0], [0.0, 0.0, -0.3], [-0.1, 0.1, 0.1], [0.1, -0.2, 0.1], [-0.3, 0.2, 0.1], [0.1, -0.4, 0.1], [0.4, 0.2, 0.0], [0.6, 0.4, -0.1], [-0.2, 0.1, 0.1], [-0.1, -0.2, 0.1], [0.2, 0.1, -0.2], [-0.2, 0.6, 0.4], [0.0, -0.2, -0.1], [-0.3, 0.0, 0.0]], "lowdin_charge": [-0.32, 0.93, -0.09, 0.05, 0.07, 0.07, -0.03, -0.02, 0.00, 0.06, 0.06, -0.04, -0.13, -0.05, -0.36, -0.08, -0.11, -0.04, -0.13, 0.09, 0.10, 0.11, 0.10, 0.10, 0.09, 0.05, 0.11, 0.11, 0.05, 0.08, 0.05, 0.11], "homo_ev": [-9.81, -9.87], "gap_ev": [6.6713, 6.5896], "charge": 1, "multiplicity": 3}